(1)
# C18H9GaI2N4O4

A molecular structure, C18H9GaI2N4O4 (wB97M-V/def2-TZVPD, the Open Molecules 2025 dataset).

Values from the calculation:
total charge: 0

The geometry in XYZ format:
```
38
Properties=species:S:1:pos:R:3:forces:R:3:mulliken_charge:R:1
Ga 1.5244 -0.2356 0.4161 0.192 0.142 0.173 0.0958
I -1.8065 -3.5647 2.3748 0.030 -0.079 0.245 0.1072
C -1.6922 -2.6978 0.5112 -0.291 -0.095 -0.271 -0.4186
C -2.6478 -3.0510 -0.4779 0.108 0.036 0.101 -0.2689
C -2.6254 -2.5218 -1.7360 0.276 0.144 0.178 -0.3796
I -4.0552 -3.1157 -3.1130 -0.141 -0.054 -0.138 0.1044
C -1.6126 -1.5793 -2.0770 -0.240 -0.105 -0.242 0.5794
C -1.4404 -0.9756 -3.3417 -0.046 -0.039 0.034 -0.5298
C -0.4052 -0.1067 -3.5603 0.065 0.003 0.140 -1.0447
C 0.4674 0.1847 -2.5020 0.049 0.115 -0.156 -0.0320
N 0.3140 -0.3377 -1.3067 -0.129 -0.283 -0.026 -0.1910
C -0.6899 -1.2298 -1.0827 0.212 0.153 0.195 0.4077
C -0.7035 -1.7927 0.2343 0.186 0.273 -0.175 0.5865
O 0.2302 -1.4036 1.0813 0.042 0.001 0.092 -0.2868
H -3.4087 -3.7722 -0.2132 -0.004 0.002 0.009 0.3273
H -2.1294 -1.2191 -4.1396 0.005 -0.006 -0.005 0.2157
H -0.2433 0.3466 -4.5268 0.000 0.001 -0.005 0.3953
H 1.3153 0.8473 -2.6416 -0.009 -0.009 0.006 0.5791
O 0.7675 1.8146 0.3383 -0.040 0.147 0.095 -0.3434
C 0.1362 2.3247 1.4833 0.114 -0.141 -0.173 1.5431
C -0.9518 3.1634 1.3172 0.019 0.007 0.046 -0.9328
C -1.5884 3.6732 2.4361 -0.025 0.004 0.026 -0.4772
C -1.1330 3.3394 3.7049 0.033 -0.030 -0.068 -0.7427
C -0.0483 2.4917 3.8372 0.053 -0.029 0.057 -0.6039
C 0.6112 1.9589 2.7313 -0.080 0.073 0.137 -0.1845
C 1.7870 1.0435 2.9864 -0.117 -0.043 -0.024 0.6437
O 2.1994 0.8991 4.1079 0.065 0.050 0.019 -0.6255
O 2.3238 0.4565 1.9381 -0.081 -0.325 -0.372 -0.4701
H 0.3445 2.1994 -0.4376 -0.040 -0.101 -0.091 0.3005
H -1.2982 3.4130 0.3200 -0.009 0.014 0.000 0.3535
H -2.4431 4.3246 2.3122 0.011 0.017 0.002 0.3914
H -1.6190 3.7362 4.5849 -0.026 0.005 -0.007 0.4050
H 0.3358 2.2124 4.8092 -0.019 0.007 0.004 0.4976
N 4.3930 -3.5781 -3.8253 -0.011 -0.059 0.003 -0.4722
C 4.4435 -2.9103 -2.8855 -0.167 0.124 -0.096 0.4400
N 4.5833 -2.1381 -1.8245 0.375 -0.075 0.260 -0.5923
C 3.7394 -1.4605 -1.2178 -0.261 0.094 -0.192 0.7952
N 3.0260 -0.7389 -0.6157 -0.097 0.064 0.221 -0.1724
```
Positions in Å, forces in eV/Å.

---

(2)
# C12H48N24O12

12 unconnected molecules or ions with the total composition C12H48N24O12 (wB97M-V/def2-TZVPD, the Open Molecules 2025 dataset).

Values from the calculation:
structure (SMILES): NC(N)=O.NC(N)=O.NC(N)=O.NC(N)=O.NC(N)=O.NC(N)=O.NC(N)=O.NC(N)=O.NC(N)=O.NC(N)=O.NC(N)=O.NC(N)=O
total charge: 0

The geometry in XYZ format:
```
96
Properties=species:S:1:pos:R:3:forces:R:3:mulliken_charge:R:1
N -1.3834 1.8118 20.9433 -0.627 0.169 5.288 -0.5586
C -0.5994 1.8634 19.9217 0.814 -4.556 -5.126 0.5109
N 0.2273 2.8625 19.6782 0.129 3.158 0.117 0.4073
O -0.5990 0.8416 19.1738 0.487 1.062 -0.213 -0.7676
H -1.5304 0.8092 21.1451 -0.351 0.919 -0.166 0.3339
H -0.7770 2.2066 21.6869 -1.259 0.195 0.397 0.2985
H -0.1002 3.7925 19.9585 0.236 -0.385 0.720 0.0163
H 0.4115 2.9372 18.7073 0.742 -0.338 -0.991 -0.1556
N -0.0460 3.8387 16.0695 2.780 1.893 0.496 -0.4115
C -1.0749 3.0723 15.8401 -4.012 -1.301 0.793 0.7322
N -0.8985 1.7823 15.5241 0.875 -1.544 -0.614 -0.4836
O -2.2541 3.4071 15.9867 0.069 1.271 -0.063 -0.7044
H 0.8243 3.4206 16.3445 0.485 -0.305 -0.067 0.1901
H -0.2046 4.7158 16.5354 -0.358 0.113 -0.267 0.2788
H 0.0088 1.3530 15.5084 0.077 -0.080 0.116 0.2380
H -1.6919 1.2147 15.7887 0.293 0.043 -0.230 0.2216
N -0.1455 5.5925 21.5525 -0.072 -0.577 1.094 -0.0394
C -0.9637 6.1614 22.4944 -1.182 1.158 -1.295 0.5300
N -0.9382 5.8757 23.7947 1.981 -2.213 1.056 -0.4204
O -1.8108 6.9705 22.1384 -0.526 0.731 -0.770 -0.7226
H 0.7205 5.1852 21.8712 0.103 -0.216 -0.033 0.1280
H -0.0813 6.2452 20.8072 0.250 0.369 -0.929 -0.0112
H -1.3661 6.5724 24.3497 -0.339 0.412 0.566 0.2431
H -0.1479 5.3460 24.1680 -0.520 0.403 -0.059 0.2232
N 5.4489 7.6319 18.3139 -0.110 0.553 -0.162 -0.3061
C 6.4101 7.7777 19.2678 -1.561 0.366 1.106 0.6285
N 7.6110 7.1912 19.2841 1.791 -0.995 -0.882 -0.5116
O 6.0895 8.4596 20.2341 0.190 0.709 0.834 -0.6695
H 5.2264 6.7960 17.8030 0.275 -0.270 -0.015 0.3128
H 4.6602 8.0563 18.7987 -0.412 -0.314 -0.897 0.0043
H 8.1245 7.4577 20.1216 0.069 -0.036 -0.614 0.2618
H 8.1232 6.9511 18.4313 -0.393 0.210 0.628 0.2050
N 2.6069 5.8275 18.2540 0.331 -0.870 0.114 -0.1172
C 3.0166 5.6807 19.5580 -0.525 2.992 -0.097 -0.1989
N 2.5175 6.6646 20.4226 0.472 -0.909 -0.320 0.6115
O 3.8898 4.9181 19.9479 0.102 -0.832 -0.269 -0.2250
H 1.8139 6.4106 18.0777 -0.403 0.419 0.255 -0.2172
H 2.6842 5.0367 17.6191 0.284 -0.132 0.526 0.3500
H 2.9435 6.6586 21.3469 -0.083 0.269 -0.360 0.0731
H 2.0639 7.5301 20.1243 0.109 -0.751 -0.062 -0.1206
N 3.4929 3.3278 22.1780 2.729 -0.502 0.335 0.1896
C 2.4218 2.8481 22.7965 1.399 1.153 -0.884 0.3763
N 2.4943 1.7422 23.5623 0.300 -0.690 0.720 -0.5246
O 1.3895 3.4341 22.6219 -3.738 0.710 -0.134 -0.4763
H 4.4532 3.2352 22.5398 -0.516 -0.264 -0.443 0.2189
H 3.3754 4.0510 21.4861 -0.145 0.076 0.084 -0.3604
H 3.3715 1.6470 24.0543 -0.159 -0.350 0.121 0.2339
H 1.6527 1.7415 24.1133 0.121 -0.457 0.528 0.3099
N -0.4741 11.7845 21.6004 -0.152 2.992 3.025 -0.3946
C -0.0199 11.1155 20.6064 -3.749 -2.907 -0.248 0.5917
N -0.8394 10.1445 20.1920 -0.556 -2.831 -1.943 -0.2845
O 0.9964 11.4013 20.1141 5.867 0.844 -3.061 -0.7482
H 0.0802 12.6183 21.6486 -0.478 0.567 0.950 0.2646
H -1.3908 11.6968 21.9383 -0.915 0.168 0.537 0.1684
H -0.4737 9.3556 19.6496 0.132 0.662 0.126 0.0732
H -1.6660 9.8500 20.6682 -0.153 0.220 0.654 0.2098
N 2.2537 0.7607 18.4839 -0.887 -0.777 -0.017 -0.3971
C 2.9869 1.8764 18.3352 -1.258 1.520 -1.677 0.5248
N 4.1686 1.9365 18.8870 3.242 -1.095 2.203 -0.3273
O 2.6297 2.8213 17.6088 -0.747 0.016 -0.341 -0.6924
H 2.3349 0.2533 19.3410 0.320 -0.251 0.352 0.2608
H 1.2663 0.8026 18.2228 0.245 0.239 0.072 0.1575
H 4.5488 1.2650 19.5346 -0.644 -0.503 -0.117 0.2101
H 4.7580 2.7372 18.9410 -0.597 0.973 -0.617 0.1235
N 2.0183 10.9277 15.9068 -1.339 1.137 -0.753 -0.4637
C 2.9949 10.1739 16.4028 -0.970 -2.506 -0.272 0.6596
N 4.2225 10.5775 16.5769 2.844 1.076 0.541 -0.3764
O 2.6654 9.0135 16.6317 0.270 -1.448 0.859 -0.7128
H 2.1490 11.7137 15.3102 0.331 0.527 -0.148 0.2381
H 1.3444 10.2515 15.5835 -0.509 0.541 -0.038 0.2114
H 4.6062 11.4228 16.2491 -0.285 1.220 -0.385 0.1764
H 4.9708 9.9558 16.8194 -0.493 -0.773 0.295 0.1993
N 4.0809 8.3613 22.9055 1.709 -0.468 -0.811 -0.3278
C 3.1188 9.2490 22.6013 -2.709 -2.072 3.861 0.6721
N 3.0767 9.7806 21.4406 1.113 1.864 -4.696 -0.1061
O 2.2006 9.3050 23.4202 -0.765 0.923 0.162 -0.7367
H 4.9291 8.4803 22.3942 0.885 -0.359 -0.038 0.1937
H 4.1081 8.1933 23.8846 0.332 -0.160 0.525 0.2036
H 3.8744 9.7695 20.8123 -0.093 -0.236 0.358 0.1358
H 2.2588 10.1933 21.0225 -0.312 0.454 0.440 0.0227
N -2.0538 6.9721 17.7648 -2.225 -0.649 0.196 -0.3499
C -0.7797 7.2746 17.6735 2.366 1.136 0.557 0.1955
N -0.1480 7.5331 16.4974 -0.977 -0.595 -0.384 -0.2543
O -0.1202 7.4012 18.7135 0.560 -0.301 0.666 -0.1730
H -2.6708 6.5785 17.0765 0.367 0.006 -0.484 0.2488
H -2.3206 6.7723 18.7151 -0.102 0.021 0.122 0.2172
H -0.7432 7.8243 15.7397 0.443 -0.042 -0.315 0.2135
H 0.8130 7.8438 16.5868 -0.141 0.432 -0.216 0.1209
N 6.7451 4.5063 20.6757 -0.312 -0.282 0.288 -0.2187
C 7.1060 4.1301 21.9179 -0.368 -1.586 -1.060 0.5327
N 8.3388 4.3730 22.3543 1.636 1.117 0.526 -0.4702
O 6.4274 3.3964 22.6071 -2.002 -0.405 1.089 -0.7899
H 5.7575 4.3907 20.4701 0.207 0.435 -0.265 0.1313
H 7.3234 5.1397 20.1716 -0.182 0.558 -0.370 0.2646
H 9.0888 4.4664 21.6947 0.254 0.049 0.224 0.2031
H 8.4630 3.9107 23.2442 0.595 0.078 -0.305 0.2736
```
Positions in Å, forces in eV/Å.

---

(3)
# C17H34I2O6PS

A molecular structure, C17H34I2O6PS (wB97M-V/def2-TZVPD, the Open Molecules 2025 dataset).

Values from the calculation:
total charge: +1

The geometry in XYZ format:
```
61
Properties=species:S:1:pos:R:3:forces:R:3:mulliken_charge:R:1
C 4.2020 -2.1330 -0.3739 -0.013 -0.189 0.071 -0.2322
O 4.7518 -0.8524 -0.2536 -0.008 0.195 -0.172 -0.4421
C 3.8894 0.0936 0.3512 0.022 0.069 -0.218 1.0159
C 4.1567 1.4820 -0.2294 -0.231 -0.026 0.219 -1.1430
C 2.8724 2.2812 -0.4726 0.568 -0.135 0.175 -0.5544
C 2.1398 2.6475 0.8351 -0.353 0.163 -0.181 -0.9426
C 0.6644 2.2398 0.9004 0.225 -0.279 -0.310 -0.9180
C 0.4181 0.7542 1.2495 -0.627 0.645 -0.331 -0.4734
C 0.0461 -0.0549 0.0100 0.422 -0.473 0.291 -0.0213
C -0.0014 -1.5681 0.2437 -0.595 0.280 -0.379 -1.1736
C 0.0452 -2.3979 -1.0602 -0.002 -0.095 0.599 -0.7586
P -0.7892 -1.6700 -2.4762 0.007 -0.674 0.244 0.1964
C -0.2188 -2.5488 -3.9663 0.019 0.188 -0.402 -0.7855
S 1.3099 -1.7231 -4.4225 0.242 0.663 0.296 0.7354
O 0.9347 -0.4681 -5.0016 -0.061 -0.289 -0.169 -0.5455
O 2.1500 -1.7353 -3.2584 0.021 -0.255 -0.104 -0.3618
C -2.5476 -1.8974 -2.2958 -0.335 0.680 -0.073 -0.4221
I -3.0632 -3.9316 -2.0809 -0.033 0.217 -0.049 0.1628
C -3.4624 -0.9040 -2.2765 0.339 -0.424 -0.011 0.5745
C -4.9246 -1.0736 -2.0134 0.244 0.241 0.272 -1.3432
I -2.9465 1.1106 -2.6381 -0.044 -0.223 0.008 0.1349
H 3.1831 -2.1040 -0.7799 -0.036 0.127 -0.041 -0.1709
H 4.1698 -2.6673 0.5803 0.036 -0.029 0.112 0.2840
H 4.8170 -2.6900 -1.0749 0.108 -0.075 0.024 0.3157
H 4.0173 0.0782 1.4358 -0.074 -0.090 0.137 0.3094
H 2.8543 -0.1823 0.1184 -0.099 -0.078 0.061 -0.7560
H 4.7115 1.3283 -1.1517 0.026 0.101 -0.123 0.4276
H 4.7718 2.0751 0.4464 0.262 -0.081 -0.010 0.2798
H 3.1765 3.1951 -0.9797 -0.168 0.106 -0.128 0.4034
H 2.2347 1.7351 -1.1686 -0.152 -0.043 -0.008 0.2518
H 2.1831 3.7300 0.9412 0.066 0.080 0.146 0.4435
H 2.6551 2.2293 1.6992 0.121 -0.019 0.077 0.4282
H 0.1203 2.8782 1.5913 0.048 0.016 0.194 0.3643
H 0.2341 2.4323 -0.0873 -0.166 0.105 -0.019 0.3568
H -0.4476 0.7379 1.9116 0.147 -0.275 0.304 0.3027
H 1.2785 0.3292 1.7588 0.078 -0.113 0.108 0.5743
H -0.9534 0.2621 -0.2977 -0.004 0.186 -0.281 0.3565
H 0.7536 0.1581 -0.7950 0.031 0.109 -0.087 -0.0484
H 0.8003 -1.9049 0.8942 0.154 -0.033 0.001 0.5076
H -0.9459 -1.8017 0.7354 0.043 -0.058 0.250 0.3932
H 1.0607 -2.6666 -1.3351 0.123 0.245 -0.266 0.2884
H -0.4830 -3.3354 -0.8830 0.007 -0.156 -0.157 0.6681
H -0.4853 -0.3326 -2.7009 -0.014 0.048 0.047 0.0605
H -0.9072 -2.3991 -4.7970 -0.165 0.005 0.041 0.4008
H -0.0882 -3.6125 -3.7837 0.133 -0.063 0.144 0.4855
H 1.8642 -2.5135 -5.3741 -0.153 -0.082 0.018 0.2189
H -5.2393 -0.2918 -1.3237 -0.102 0.065 -0.046 0.3629
H -5.1472 -2.0269 -1.5493 -0.029 -0.216 -0.119 0.4605
H -5.4902 -0.9482 -2.9343 -0.060 -0.043 -0.092 0.3284
C -1.6639 1.4890 5.9866 0.113 -0.020 0.209 -0.6709
O -1.6515 1.6339 4.5608 0.096 -0.014 -0.035 -0.2418
C -2.8576 1.7189 4.0116 0.072 0.006 0.034 0.6963
O -3.9084 1.6770 4.5877 -0.126 -0.012 0.041 -0.5503
O -2.7020 1.8551 2.6898 0.053 -0.013 -0.103 -0.1923
C -3.9292 1.9612 1.9681 -0.031 -0.019 -0.167 -0.6592
H -0.6246 1.4331 6.2944 0.029 0.012 -0.097 0.2209
H -2.1378 2.3491 6.4537 -0.076 -0.024 -0.022 0.2961
H -2.1808 0.5759 6.2736 -0.076 0.033 -0.015 0.3020
H -4.4944 2.8366 2.2804 -0.015 -0.031 0.069 0.3426
H -4.5332 1.0644 2.1000 -0.037 0.034 0.082 0.3278
H -3.6419 2.0628 0.9260 0.031 0.031 -0.062 0.1285
```
Positions in Å, forces in eV/Å.

---

(4)
# C3H9NO

2 unconnected molecules or ions with the total composition C3H9NO (wB97M-V/def2-TZVPD, the Open Molecules 2025 dataset).

Values from the calculation:
total charge: 0

The geometry in XYZ format:
```
14
Properties=species:S:1:pos:R:3:forces:R:3:mulliken_charge:R:1
C 0.3187 -0.4198 -2.1567 -2.610 0.134 0.209 -0.7251
O -0.0388 0.2882 -1.0083 0.477 0.422 0.169 -0.6763
H 1.2754 -0.9318 -2.0789 0.134 0.032 -0.356 0.2487
H -0.5361 -1.0950 -2.3614 0.726 -0.881 0.178 0.2274
H 0.1370 0.2169 -3.0333 1.200 0.328 -0.082 0.2536
C 0.3426 -0.0588 1.0362 -0.512 0.550 -1.370 -0.1470
C -0.2632 -1.1697 1.5130 0.098 -0.675 0.874 -0.8704
N -0.3723 1.3033 1.0105 -1.015 0.142 -0.760 -0.4153
H 1.2480 0.1531 0.4629 1.061 -0.249 1.695 0.4569
H 0.0881 -1.6655 2.4151 1.108 -0.554 -0.810 0.2428
H -1.0573 -1.7218 1.0198 -0.922 1.087 0.380 0.2874
H 0.1615 2.0764 1.3923 0.155 -0.254 0.296 0.3358
H -0.4561 1.4153 -0.0297 -0.042 0.068 -0.667 0.4036
H -1.3032 1.2577 1.4181 0.142 -0.150 0.246 0.3780
```
Positions in Å, forces in eV/Å.

---

Max |F| for every record listed, in sequence, given in eV Å⁻¹: 0.5, 6.9, 1.0, 2.6.
HOMO for every record listed, in sequence, given in eV: -8.7, -8.9, -11.7, -7.2.